[1]
The following is a quantum chemistry calculation of a cluster of 4 separate species, C3H11NO3 in total in a non-equilibrium geometry, from the OMol25 dataset.

The geometry in XYZ format:
```
18
Properties=species:S:1:pos:R:3
C -2.12 1.13 0.65
C -1.35 0.28 1.38
N -0.34 -0.62 0.88
C -0.62 -1.62 0.07
H -2.28 0.96 -0.47
H -2.76 1.91 1.05
H -1.34 0.40 2.45
H 0.20 -2.28 -0.31
H -1.61 -2.03 -0.46
O 2.12 1.21 1.13
H 2.89 0.67 1.23
H 1.40 0.64 1.31
O -0.45 -0.76 -2.11
H 0.45 -0.71 -2.05
H -0.74 -0.17 -2.80
O 1.76 0.16 -1.13
H 2.00 0.98 -1.56
H 1.30 0.38 -0.32
```

Computed properties:
ΔE to the lowest compared entry with this formula, charge and spin   340.6 kJ/mol
SMILES   C=CN=C.O.O.O
Total energy   -401.283337 Ha
Orbital gap   10.0 eV
E_LUMO   0.7682 eV

---

[2]
The following is a quantum chemistry calculation of a structure of composition C48H43LiN3O2P2, from the OMol25 dataset.

The geometry in XYZ format:
```
99
Properties=species:S:1:pos:R:3
Li -0.33 0.11 -0.19
C -1.50 2.50 -3.27
C -0.73 3.50 -2.45
C -0.97 4.86 -2.58
C -0.29 5.79 -1.81
C 0.67 5.34 -0.91
C 0.95 3.98 -0.78
C 2.08 3.53 0.10
C 0.23 3.05 -1.54
N 0.49 1.67 -1.39
C 1.32 1.18 -2.31
O 1.90 1.78 -3.23
C 1.57 -0.30 -2.17
C 2.33 -1.01 -3.10
C 2.46 -2.38 -2.93
C 1.81 -3.01 -1.87
C 1.06 -2.22 -1.01
N 0.97 -0.91 -1.15
C 0.19 -2.83 0.07
O 0.33 -4.03 0.34
N -0.70 -1.96 0.54
C -1.66 -2.43 1.44
C -1.34 -2.87 2.74
C 0.08 -2.85 3.22
C -2.36 -3.33 3.57
C -3.68 -3.36 3.15
C -4.00 -2.88 1.88
C -3.01 -2.41 1.03
C -3.35 -1.94 -0.36
H -2.28 2.99 -3.85
H -1.95 1.74 -2.63
H -0.82 1.99 -3.96
H -1.72 5.20 -3.29
H -0.48 6.85 -1.91
H 1.23 6.06 -0.32
H 2.22 4.21 0.95
H 3.02 3.50 -0.47
H 1.90 2.53 0.48
H 2.78 -0.47 -3.92
H 3.05 -2.96 -3.63
H 1.86 -4.07 -1.70
H 0.48 -1.83 3.19
H 0.71 -3.46 2.57
H 0.15 -3.22 4.24
H -2.11 -3.69 4.56
H -4.46 -3.74 3.80
H -5.03 -2.89 1.55
H -4.43 -1.89 -0.49
H -2.93 -2.62 -1.10
H -2.92 -0.96 -0.56
C -2.94 0.77 2.95
P -1.91 1.38 1.50
C -3.05 2.50 0.62
C -4.26 1.94 0.20
C -5.15 2.67 -0.56
C -4.85 3.98 -0.92
C -3.64 4.53 -0.53
C -2.73 3.79 0.22
C -0.71 2.39 2.45
C -0.90 3.69 2.91
C 0.06 4.30 3.72
C 1.19 3.60 4.10
C 1.38 2.30 3.67
C 0.44 1.70 2.84
P -3.42 1.99 4.27
C -4.97 2.74 3.59
C -5.03 4.12 3.42
C -6.19 4.73 2.97
C -7.31 3.96 2.68
C -7.26 2.58 2.85
C -6.10 1.98 3.29
C -4.21 0.90 5.52
C -3.96 -0.46 5.64
C -4.54 -1.20 6.67
C -5.37 -0.59 7.59
C -5.61 0.78 7.50
C -5.03 1.51 6.48
H -2.26 0.06 3.43
H -3.79 0.20 2.59
H -4.50 0.92 0.47
H -6.08 2.22 -0.88
H -5.55 4.56 -1.51
H -3.38 5.54 -0.83
H -1.77 4.22 0.45
H -1.79 4.24 2.63
H -0.10 5.31 4.06
H 1.93 4.07 4.74
H 2.26 1.74 3.97
H 0.59 0.69 2.49
H -4.16 4.72 3.67
H -6.22 5.80 2.83
H -8.22 4.43 2.33
H -8.13 1.98 2.63
H -6.07 0.90 3.43
H -3.32 -0.97 4.93
H -4.34 -2.26 6.74
H -5.82 -1.16 8.39
H -6.25 1.27 8.22
H -5.22 2.58 6.40
```

Computed properties:
ΔE to the lowest compared entry with this formula, charge and spin   13.5 kJ/mol
Net charge   -1
Total energy   -2860.134917 Ha
Orbital gap   7.5 eV
E_LUMO   2.3563 eV

---

[3]
The following is a quantum chemistry calculation of the molecule C3H4O2S2 in a non-equilibrium geometry, from the OMol25 dataset.

The geometry in XYZ format:
```
11
Properties=species:S:1:pos:R:3
O 2.06 1.45 -0.39
C 2.51 0.38 -0.12
S 1.56 -1.24 0.00
C -0.24 -0.54 -0.33
O -0.76 0.04 0.81
C -2.06 0.34 0.66
S -3.13 -0.13 -0.49
H 3.50 0.32 0.12
H -0.78 -1.41 -0.51
H -0.06 0.13 -1.35
H -2.59 0.67 1.59
```

Computed properties:
ΔE to the lowest compared entry with this formula, charge and spin   193.8 kJ/mol
SMILES   O=CSCOC=S
Total energy   -1063.490267 Ha
Orbital gap   9.1 eV
E_LUMO   -0.0676 eV

---

[4]
The following is a quantum chemistry calculation of a cluster of 2 separate species, C2H2ClP in total in a non-equilibrium geometry, from the OMol25 dataset.

The geometry in XYZ format:
```
6
Properties=species:S:1:pos:R:3
C -2.35 0.53 0.57
C 1.50 0.10 -0.07
P -0.09 -0.47 0.05
Cl -2.89 -0.79 -0.19
H 1.76 0.99 0.42
H 2.07 -0.36 -0.79
```

Computed properties:
ΔE to the lowest compared entry with this formula, charge and spin   544.8 kJ/mol
Total energy   -878.701363 Ha
Orbital gap (spin up / spin down)   6.9 / 6.9 eV
E_LUMO (spin up / spin down)   -1.1417 / -1.0838 eV

---

[5]
The following is a quantum chemistry calculation of the molecule C3H4N2O2 in a non-equilibrium geometry, from the OMol25 dataset.

The geometry in XYZ format:
```
11
Properties=species:S:1:pos:R:3
O 0.72 1.60 1.73
C 0.43 0.69 0.80
C -0.85 0.37 0.37
N -0.60 -0.35 -0.75
O -1.42 -1.28 -1.42
C 0.73 -0.49 -1.01
N 1.39 0.27 -0.14
H 1.70 1.89 1.66
H -1.80 0.31 1.14
H -1.61 -1.90 -0.66
H 1.31 -1.10 -1.71
```

Computed properties:
ΔE to the lowest compared entry with this formula, charge and spin   424.6 kJ/mol
SMILES   Oc1cn(O)cn1
Total energy   -376.602081 Ha
Orbital gap   8.9 eV
E_LUMO   0.6104 eV

---

> The highest total energy belongs to which entry?

C3H4N2O2

---

> What is the ΔE to the lowest compared entry with this formula, charge and spin in the fourth record?

544.8 kJ/mol